(1)
The following is a DFT calculation (ωB97M-V/def2-TZVPD) of a 2-piece molecular cluster, C4H6BrP overall.

Properties
**⟨S²⟩**: 2.00
**Charge**: 0
**Relative energy (zero: lowest compared OMol25 entry of this formula, charge and spin)**: 48.9 kcal/mol
**HOMO level (alpha / beta)**: -8.24 / -9.20 eV
**Energy**: -83571.73997 eV
**Multiplicity**: 3

Structure (XYZ):
```
12
Properties=species:S:1:pos:R:3:forces:R:3:nbo_charge:R:1
Br 4.255 0.310 0.706 1.0 0.6 1.2 -0.18
P 3.031 -0.450 -0.812 -0.5 -0.7 -1.5 0.19
C -1.322 -0.360 1.003 0.7 -1.3 -1.9 -0.40
C 0.059 -0.263 0.171 -1.2 0.7 0.2 -0.27
C -1.057 0.755 0.039 0.7 -2.3 -0.6 -0.25
C -0.526 -0.082 -1.241 -1.6 0.7 2.8 -0.42
H -0.139 0.685 -1.941 0.2 -1.3 0.2 0.24
H -1.297 -0.080 2.070 0.1 -0.5 -0.6 0.22
H -0.875 1.762 0.362 -0.3 0.4 -0.6 0.23
H 1.100 -0.062 0.509 -1.4 -0.2 0.0 0.22
H -1.194 -0.964 -1.538 0.9 1.7 -0.1 0.22
H -2.034 -1.250 0.672 1.4 2.0 0.9 0.21
```
Positions in Å, forces in eV/Å.

***

(2)
The following is a DFT calculation (ωB97M-V/def2-TZVPD) of C4H8OS2 as an isolated structure.

Properties
**Charge**: 0
**Relative energy (zero: lowest compared OMol25 entry of this formula, charge and spin)**: 14.6 kcal/mol
**HOMO level**: -9.04 eV
**Energy**: -27995.06618 eV

Structure (XYZ):
```
15
Properties=species:S:1:pos:R:3:forces:R:3:nbo_charge:R:1
S -2.618 -0.350 0.053 0.2 -0.1 -0.1 -0.02
S 2.356 -0.493 0.004 -0.3 0.0 -0.1 0.15
O -0.054 1.144 1.184 0.0 0.0 -0.1 -0.71
C 0.092 0.394 -0.001 0.2 -0.6 0.0 0.22
C 0.619 -1.040 0.297 -0.2 -0.4 0.5 -0.53
C 1.354 0.824 -0.793 -0.2 -0.3 0.6 -0.52
C -1.213 0.486 -0.758 -0.1 0.0 0.1 -0.53
H 1.679 1.823 -0.589 0.2 0.6 0.2 0.22
H 0.752 1.013 1.695 0.1 0.1 0.1 0.47
H -2.334 -1.590 -0.393 0.0 0.2 0.1 0.12
H 0.308 -1.803 -0.438 0.1 0.4 0.2 0.22
H -1.096 0.083 -1.761 0.0 0.0 -0.1 0.22
H 0.400 -1.417 1.320 0.2 0.3 -0.7 0.23
H -1.471 1.543 -0.834 -0.1 0.0 -0.1 0.24
H 1.263 0.690 -1.852 0.0 -0.2 -0.6 0.21
```
Positions in Å, forces in eV/Å.

***

(3)
The following is a DFT calculation (ωB97M-V/def2-TZVPD) of C3H2BiO3 as an isolated structure.

Properties
**⟨S²⟩**: 1.77
**Charge**: +2
**Relative energy (zero: lowest compared OMol25 entry of this formula, charge and spin)**: 5.8 kcal/mol
**HOMO level (alpha / beta)**: -16.72 / -16.69 eV
**Energy**: -15101.22587 eV
**Multiplicity**: 2

Structure (XYZ):
```
9
Properties=species:S:1:pos:R:3:forces:R:3:nbo_charge:R:1
Bi -1.279 -5.025 -0.040 0.0 -0.2 0.1 1.00
O 0.616 -1.741 0.076 -0.1 2.4 0.2 -0.51
O -0.554 -1.966 2.012 0.1 2.4 -0.4 -0.47
O -0.491 0.910 0.626 0.7 5.2 -3.2 -0.21
C -0.179 1.761 -0.154 -2.4 -8.2 4.7 0.74
C 0.024 -1.553 1.074 0.0 -5.1 0.3 0.98
C 0.599 2.278 -1.078 0.0 3.7 0.7 -0.21
H 0.895 3.172 -0.379 1.0 -0.5 -2.2 0.34
H 0.368 2.165 -2.137 0.7 0.3 -0.2 0.34
```
Positions in Å, forces in eV/Å.

***

(4)
The following is a DFT calculation (ωB97M-V/def2-TZVPD) of C5H10O2 as an isolated structure.

Properties
**Charge**: 0
**Relative energy (zero: lowest compared OMol25 entry of this formula, charge and spin)**: 103.9 kcal/mol
**HOMO level**: -9.04 eV
**Energy**: -9438.53540 eV

Structure (XYZ):
```
17
Properties=species:S:1:pos:R:3:forces:R:3:nbo_charge:R:1
O 1.876 0.701 0.521 0.3 0.1 0.0 -0.73
O -2.274 -0.599 -0.083 -0.1 -0.2 0.0 -0.52
C -1.976 0.296 -1.179 -0.1 0.1 -0.3 -0.05
C 1.577 -0.578 -0.017 -0.1 -0.3 -0.1 -0.06
C -0.619 0.617 -0.597 0.1 0.2 -0.2 -0.29
C 0.102 -0.685 -0.343 0.0 -0.1 -0.1 -0.28
C -1.033 -0.262 0.542 0.2 -0.1 0.4 0.09
H 2.829 0.831 0.458 -0.2 0.0 0.1 0.48
H 1.899 -1.373 0.670 -0.1 0.1 -0.1 0.17
H -1.983 -0.222 -2.146 0.0 0.1 0.1 0.17
H -1.042 -0.146 1.618 0.1 0.0 -0.2 0.21
H 0.447 0.213 3.151 0.1 0.0 0.1 -0.02
H -0.102 1.568 -0.563 -0.1 -0.2 -0.1 0.24
H 2.114 -0.721 -0.967 0.0 0.0 0.2 0.17
H -0.123 -1.534 -0.991 0.0 0.2 0.0 0.22
H 0.922 0.309 2.587 0.0 0.1 0.1 0.02
H -2.669 1.143 -1.203 0.0 -0.1 0.1 0.18
```
Positions in Å, forces in eV/Å.

***

(5)
The following is a DFT calculation (ωB97M-V/def2-TZVPD) of the molecule C3H5N3O.

Properties
**Charge**: 0
**Relative energy (zero: lowest compared OMol25 entry of this formula, charge and spin)**: 45.1 kcal/mol
**HOMO level**: -7.54 eV
**SMILES**: Nc1nc(O)c[nH]1
**Energy**: -9708.62775 eV

Structure (XYZ):
```
12
Properties=species:S:1:pos:R:3:forces:R:3:nbo_charge:R:1
O 2.355 -0.708 -0.785 0.7 -0.1 0.4 -0.67
N 0.454 -0.924 0.680 -0.7 0.4 -1.0 -0.50
N -0.587 1.013 -0.127 0.6 -1.3 0.7 -0.64
N -1.953 -0.750 0.915 -0.2 0.5 0.3 -0.81
C 1.270 -0.187 -0.164 0.0 0.1 -0.3 0.35
C 0.709 0.966 -0.573 0.8 -0.2 -0.1 -0.16
C -0.673 -0.293 0.657 -0.2 2.1 -1.4 0.55
H -2.211 -1.642 0.480 0.5 0.5 0.3 0.39
H -2.475 -0.002 0.490 -1.1 -0.3 0.2 0.37
H 1.178 1.713 -1.178 -0.1 0.3 -0.1 0.21
H -0.997 1.962 -0.242 -0.5 -1.6 1.0 0.43
H 2.930 -1.148 -0.154 0.1 -0.1 0.2 0.48
```
Positions in Å, forces in eV/Å.

***

(6)
The following is a DFT calculation (ωB97M-V/def2-TZVPD) of a 2-piece molecular cluster, C4H10N2O2 overall.

Properties
**Charge**: 0
**Relative energy (zero: lowest compared OMol25 entry of this formula, charge and spin)**: 88.7 kcal/mol
**HOMO level**: -9.50 eV
**SMILES**: [H]/N=C(\C)ON.CC=O
**Energy**: -11383.05473 eV

Structure (XYZ):
```
18
Properties=species:S:1:pos:R:3:forces:R:3:nbo_charge:R:1
O -0.326 0.522 1.294 -0.8 0.0 -1.7 -0.39
O 2.644 -1.875 0.528 -1.3 1.0 -0.8 -0.53
N -1.422 1.173 -0.670 0.5 -1.4 1.0 -0.76
N 0.569 1.638 0.976 -0.7 -0.4 -0.1 -0.51
C -2.257 -0.757 0.639 0.2 -0.5 0.0 -0.70
C 2.150 -0.327 -1.248 -0.2 -0.1 -0.2 -0.73
C 1.820 -1.218 -0.092 0.4 -1.1 0.8 0.45
C -1.283 0.321 0.294 -0.5 2.4 0.4 0.57
H 0.714 -1.274 0.150 1.0 -0.2 0.1 0.10
H 2.790 -0.869 -1.947 0.1 0.1 0.1 0.24
H 1.223 -0.048 -1.756 0.2 0.1 0.0 0.22
H -3.216 -0.577 0.147 0.2 0.0 0.0 0.23
H 0.317 2.307 1.704 0.1 -0.1 0.0 0.34
H -2.426 -0.814 1.716 0.2 0.0 -0.1 0.25
H -2.229 0.926 -1.251 0.4 0.1 0.3 0.36
H 2.652 0.574 -0.889 0.0 -0.1 -0.1 0.25
H -1.858 -1.713 0.288 -0.1 -0.1 0.2 0.24
H 0.137 2.009 0.115 0.3 0.1 0.2 0.37
```
Positions in Å, forces in eV/Å.